{"formula": "C20H41GeN5O8P2SeW", "method": "ωB97M-V/def2-TZVPD", "symbols": ["W", "O", "C", "C", "C", "N", "C", "C", "C", "O", "O", "C", "O", "O", "H", "H", "H", "C", "N", "C", "P", "O", "O", "P", "O", "N", "C", "C", "N", "C", "C", "N", "C", "C", "H", "H", "H", "H", "H", "H", "H", "H", "H", "H", "H", "H", "H", "H", "H", "H", "H", "H", "H", "H", "H", "H", "H", "H", "C", "Ge", "C", "C", "C", "Se", "C", "H", "H", "H", "H", "H", "H", "H", "H", "H", "H", "H", "H", "H", "H"], "positions_angstrom": [[0.875, -0.174, -0.952], [1.111, -6.081, -3.004], [1.043, -4.760, -2.702], [0.352, -3.800, -3.437], [0.286, -2.550, -2.893], [0.871, -2.244, -1.731], [1.921, -2.995, -1.334], [2.014, -4.283, -1.787], [3.036, -2.099, -0.821], [4.054, -2.425, -0.332], [2.757, -0.797, -1.182], [-0.017, -1.289, -3.646], [-0.369, -1.240, -4.773], [0.279, -0.189, -2.901], [0.500, -6.354, -3.701], [-0.081, -4.055, -4.391], [2.851, -4.909, -1.570], [-1.168, 3.205, 1.900], [-1.864, 1.978, 2.402], [-2.474, 2.057, 3.771], [-1.506, 0.473, 1.853], [-0.786, 0.648, 0.485], [1.756, 1.089, 0.478], [1.937, 0.002, 1.599], [1.235, -1.168, 0.869], [3.517, -0.101, 1.698], [4.121, -0.797, 2.826], [4.500, 0.586, 0.784], [1.266, 0.279, 3.033], [1.955, 1.396, 3.719], [0.548, -0.716, 3.828], [-2.781, -0.519, 2.081], [-2.504, -2.001, 2.258], [-4.162, -0.083, 1.900], [-1.919, 3.936, 1.576], [-0.619, 2.925, 1.007], [-0.502, 3.614, 2.646], [-3.091, 2.972, 3.820], [-1.664, 2.153, 4.509], [-3.054, 1.148, 3.966], [3.353, -1.313, 3.396], [4.623, -0.075, 3.480], [4.869, -1.513, 2.493], [5.125, 1.226, 1.392], [4.018, 1.199, 0.041], [5.073, -0.195, 0.311], [2.585, 1.947, 3.024], [2.595, 1.055, 4.530], [1.185, 2.075, 4.109], [0.291, -1.566, 3.208], [-0.342, -0.256, 4.252], [1.178, -1.041, 4.689], [-1.470, -2.193, 2.571], [-2.723, -2.517, 1.295], [-3.158, -2.404, 3.013], [-4.289, 0.926, 2.298], [-4.841, -0.744, 2.424], [-4.408, -0.070, 0.839], [-1.354, 4.040, -1.987], [-1.159, 2.333, -2.988], [1.052, 1.893, -1.753], [-0.531, 2.534, -4.866], [-2.501, 1.003, -2.543], [-2.329, -0.582, -1.390], [-3.106, -1.903, -2.645], [-0.545, 4.732, -2.164], [-1.515, 3.788, -0.950], [-2.267, 4.469, -2.343], [0.665, 2.127, -2.772], [2.092, 2.028, -1.985], [0.727, 2.694, -1.047], [0.374, 3.148, -4.900], [-1.376, 3.048, -5.376], [-0.334, 1.529, -5.294], [-2.838, 0.669, -3.525], [-3.317, 1.600, -2.103], [-2.670, -1.793, -3.641], [-4.195, -1.877, -2.689], [-2.761, -2.854, -2.253]], "charge": 2, "relative_energy_kcal_mol": 32.26, "multiplicity": 3}

{"formula": "C3H10NO2", "method": "ωB97M-V/def2-TZVPD", "symbols": ["O", "C", "O", "H", "H", "C", "N", "C", "H", "H", "H", "H", "H", "H", "H", "H"], "positions_angstrom": [[0.631, 0.670, 0.637], [1.097, 1.191, 1.710], [1.074, 2.532, 1.890], [1.400, 0.622, 2.611], [1.372, 2.953, 1.034], [-0.287, -2.460, -0.991], [-0.845, -1.189, -0.795], [-1.452, -0.433, -2.040], [-0.019, -3.165, -0.016], [-0.906, -2.820, -1.778], [0.677, -2.320, -1.434], [-0.113, -0.426, -0.442], [-1.579, -1.341, -0.100], [-0.617, -0.290, -2.735], [-1.635, 0.595, -1.557], [-2.456, -0.881, -2.305]], "relative_energy_kcal_mol": 57.44, "multiplicity": 2}

{"formula": "C4H7N3", "method": "ωB97M-V/def2-TZVPD", "symbols": ["C", "N", "C", "C", "C", "N", "N", "H", "H", "H", "H", "H", "H", "H"], "positions_angstrom": [[2.204, 0.186, 0.373], [1.123, 0.708, -0.438], [-0.168, 0.273, -0.318], [-0.604, -0.633, 0.692], [-2.007, -0.571, 0.532], [-2.243, 0.191, -0.537], [-1.131, 0.696, -1.127], [1.815, -0.138, 1.342], [2.706, -0.671, -0.097], [2.950, 0.970, 0.551], [1.367, 1.001, -1.368], [-0.035, -1.471, 0.244], [-2.847, -0.929, 1.125], [-3.129, 0.386, -0.973]], "smiles": "CNc1cc[nH]n1", "relative_energy_kcal_mol": 51.65}

{"formula": "CHNOS2", "method": "ωB97M-V/def2-TZVPD", "symbols": ["C", "N", "O", "S", "S", "H"], "positions_angstrom": [[-0.723, -0.035, -0.027], [-0.119, -1.171, -0.165], [-0.152, 1.117, 0.064], [1.392, -1.652, 0.021], [1.435, 1.586, -0.065], [-1.833, 0.156, 0.171]], "relative_energy_kcal_mol": 56.03}

{"formula": "C32H48BBrClF5N3O5S", "method": "ωB97M-V/def2-TZVPD", "symbols": ["C", "C", "C", "N", "C", "C", "C", "C", "C", "C", "C", "C", "C", "C", "F", "C", "C", "C", "Br", "N", "C", "C", "B", "O", "N", "C", "C", "C", "C", "Cl", "C", "C", "C", "C", "C", "C", "S", "O", "O", "F", "H", "H", "H", "H", "H", "H", "H", "H", "H", "H", "H", "H", "H", "H", "H", "H", "H", "H", "H", "H", "H", "H", "H", "H", "H", "H", "H", "H", "H", "H", "H", "H", "H", "H", "H", "H", "H", "H", "H", "H", "H", "H", "H", "C", "C", "O", "C", "O", "C", "F", "F", "F", "H", "H", "H", "H", "H"], "positions_angstrom": [[0.219, 1.271, 3.432], [-0.572, 1.568, 2.401], [-1.101, 2.373, 1.095], [-0.946, 1.751, -0.204], [-0.026, 0.615, -0.355], [-0.577, -0.868, -0.191], [0.110, -1.878, 0.844], [-0.120, -1.870, 2.426], [0.544, -2.857, 3.445], [1.526, -3.988, 2.970], [1.745, -4.093, 1.402], [1.059, -3.083, 0.365], [1.371, -3.431, -1.184], [0.871, 0.970, -1.693], [1.381, 2.298, -1.259], [2.208, 0.111, -1.571], [3.390, 0.795, -0.646], [4.311, -0.491, -0.184], [4.617, 1.991, -1.632], [0.099, 1.047, -2.961], [-0.380, -0.296, -3.506], [0.480, -1.435, -3.776], [0.993, 1.471, -4.172], [2.363, 1.953, -4.053], [0.585, 1.216, -5.623], [0.710, 2.489, -6.452], [1.659, 0.353, -6.306], [-1.049, 2.061, -2.837], [-2.121, 2.020, -4.040], [-0.180, 3.631, -3.458], [-1.738, 2.235, -1.359], [-3.195, 1.510, -1.212], [-3.413, 0.040, -1.805], [-4.533, 2.281, -1.655], [-5.599, 2.525, -0.422], [-6.143, 1.157, 0.237], [-2.008, 4.110, -1.133], [-0.783, 4.897, -0.759], [-3.029, 4.450, -0.040], [-2.687, 4.924, -2.456], [0.631, 0.632, 4.306], [-0.665, 3.448, 1.245], [-2.231, 2.510, 1.371], [0.859, 0.654, 0.417], [-1.679, -0.759, 0.192], [-0.690, -1.507, -1.151], [-0.858, -1.105, 2.850], [0.312, -2.760, 4.572], [2.059, -4.714, 3.690], [2.430, -4.949, 1.023], [0.381, -3.323, -1.755], [1.654, -4.561, -1.249], [2.256, -2.854, -1.632], [2.007, -0.871, -0.994], [2.747, -0.195, -2.535], [2.978, 1.211, 0.350], [4.788, -0.978, -1.125], [5.111, -0.052, 0.518], [3.689, -1.268, 0.417], [-1.468, -0.583, -3.700], [0.060, -2.522, -3.769], [1.616, -1.371, -3.928], [2.426, 2.920, -4.230], [1.720, 3.021, -6.327], [-0.121, 3.253, -6.253], [0.635, 2.213, -7.583], [2.345, 0.999, -6.991], [2.365, -0.155, -5.556], [1.074, -0.429, -6.944], [-1.704, 2.342, -5.074], [-2.692, 1.055, -4.216], [-2.939, 2.824, -3.814], [-3.344, 1.359, -0.060], [-2.548, -0.678, -1.886], [-3.930, -0.002, -2.854], [-4.198, -0.482, -1.113], [-5.200, 1.648, -2.383], [-4.453, 3.281, -2.186], [-6.515, 3.042, -0.928], [-5.198, 3.200, 0.406], [-5.598, 0.987, 1.251], [-7.262, 1.338, 0.516], [-6.137, 0.239, -0.450], [4.129, -3.754, 9.247], [2.669, -4.077, 8.996], [1.926, -2.880, 8.713], [1.997, -2.424, 7.442], [2.637, -2.955, 6.564], [1.125, -1.183, 7.269], [1.274, -0.297, 8.279], [-0.192, -1.492, 7.227], [1.394, -0.506, 6.129], [4.226, -3.004, 10.037], [4.679, -4.650, 9.542], [4.600, -3.336, 8.353], [2.231, -4.513, 9.898], [2.550, -4.809, 8.193]], "charge": 1, "e_tot_ha": -5744.32103}

{"formula": "C4H8O2", "method": "ωB97M-V/def2-TZVPD", "symbols": ["O", "C", "C", "C", "C", "O", "H", "H", "H", "H", "H", "H", "H", "H"], "positions_angstrom": [[2.001, 1.109, 0.415], [1.686, -0.203, 0.035], [0.328, -0.645, 0.464], [-1.006, -0.311, -0.973], [-1.958, 0.179, 0.000], [-0.723, 0.892, -0.071], [1.282, 1.649, 0.064], [1.750, -0.343, -1.044], [2.432, -0.850, 0.515], [0.139, -1.669, 0.291], [0.192, -0.404, 1.549], [-1.172, 0.188, -1.938], [-2.136, -0.379, 0.902], [-2.814, 0.786, -0.209]], "relative_energy_kcal_mol": 162.17}

{"formula": "C45H61BN4O4ReS3Se", "method": "ωB97M-V/def2-TZVPD", "symbols": ["Re", "C", "C", "C", "C", "C", "C", "C", "Se", "C", "C", "C", "C", "C", "C", "O", "C", "C", "C", "C", "C", "C", "C", "C", "C", "O", "C", "C", "C", "C", "C", "C", "H", "H", "H", "H", "H", "H", "H", "H", "H", "H", "H", "H", "H", "H", "H", "H", "H", "H", "H", "H", "H", "H", "H", "H", "H", "H", "H", "H", "H", "H", "H", "H", "H", "H", "H", "H", "H", "H", "H", "H", "S", "C", "S", "C", "N", "N", "C", "C", "C", "C", "C", "C", "S", "H", "H", "H", "H", "H", "C", "C", "C", "O", "B", "O", "C", "C", "C", "H", "H", "H", "H", "H", "H", "H", "H", "H", "H", "H", "H", "N", "C", "C", "N", "C", "H", "H", "H", "H"], "positions_angstrom": [[-1.723, -1.096, 1.856], [4.557, -4.393, 2.995], [4.381, -4.288, 1.472], [4.634, -5.677, 0.874], [5.434, -3.330, 0.901], [2.975, -3.773, 1.188], [2.561, -2.538, 1.673], [1.243, -2.131, 1.529], [0.502, -0.809, 2.824], [0.283, 1.159, 2.670], [1.314, 2.058, 2.883], [1.053, 3.417, 3.008], [-0.279, 3.826, 2.964], [-1.339, 2.961, 2.799], [-1.076, 1.574, 2.664], [-2.064, 0.724, 2.551], [-2.788, 3.430, 2.765], [-3.452, 2.960, 1.461], [-2.921, 4.954, 2.832], [-3.506, 2.831, 3.983], [2.190, 4.407, 3.222], [1.691, 5.846, 3.389], [3.124, 4.383, 2.006], [2.948, 4.011, 4.496], [0.262, -2.979, 0.948], [-1.009, -2.682, 0.953], [0.699, -4.218, 0.411], [2.025, -4.568, 0.546], [-0.331, -5.150, -0.225], [-0.967, -4.432, -1.425], [0.282, -6.464, -0.724], [-1.414, -5.513, 0.803], [5.531, -4.821, 3.225], [3.787, -5.034, 3.422], [4.491, -3.417, 3.468], [5.651, -5.989, 1.104], [4.522, -5.666, -0.209], [3.958, -6.417, 1.296], [6.433, -3.689, 1.142], [5.326, -2.332, 1.315], [5.343, -3.269, -0.182], [3.244, -1.889, 2.204], [2.323, 1.680, 2.948], [-0.488, 4.872, 3.067], [-2.942, 3.393, 0.602], [-4.492, 3.277, 1.446], [-3.417, 1.877, 1.371], [-2.423, 5.427, 1.989], [-2.511, 5.350, 3.759], [-3.976, 5.219, 2.794], [-3.420, 1.748, 3.972], [-4.558, 3.106, 3.977], [-3.053, 3.204, 4.900], [1.200, 6.190, 2.481], [2.535, 6.506, 3.580], [1.002, 5.930, 4.224], [2.587, 4.681, 1.107], [3.538, 3.391, 1.843], [3.944, 5.082, 2.154], [2.258, 4.000, 5.336], [3.747, 4.719, 4.705], [3.383, 3.021, 4.402], [2.329, -5.532, 0.179], [-0.214, -4.243, -2.187], [-1.392, -3.480, -1.119], [-1.752, -5.044, -1.865], [1.056, -6.288, -1.467], [-0.497, -7.064, -1.188], [0.698, -7.041, 0.099], [-1.888, -4.621, 1.202], [-0.974, -6.069, 1.627], [-2.175, -6.137, 0.338], [-4.341, -1.812, -6.710], [-3.539, -1.256, -5.402], [-3.908, -1.816, -3.753], [-2.670, -0.715, -3.156], [-2.080, -0.061, -4.080], [-2.545, -0.329, -5.320], [-2.000, 0.465, -6.352], [-2.114, 0.167, -7.706], [-1.571, 1.033, -8.642], [-0.895, 2.174, -8.246], [-0.752, 2.447, -6.896], [-1.304, 1.606, -5.952], [-2.319, -0.641, -1.458], [-2.620, -0.720, -8.045], [-1.681, 0.809, -9.692], [-0.481, 2.848, -8.981], [-0.215, 3.327, -6.573], [-1.211, 1.817, -4.898], [0.096, 3.214, -0.619], [0.438, 2.281, -1.782], [1.025, 3.070, -2.942], [-0.803, 1.651, -2.168], [-0.866, 0.485, -1.491], [0.269, 0.155, -0.836], [1.290, 1.054, -1.322], [2.317, 1.326, -0.237], [1.967, 0.358, -2.511], [-0.645, 3.943, -0.941], [0.978, 3.744, -0.279], [-0.327, 2.637, 0.202], [0.372, 3.907, -3.179], [1.134, 2.459, -3.831], [1.997, 3.452, -2.643], [1.867, 1.791, 0.632], [3.101, 1.974, -0.620], [2.756, 0.379, 0.067], [1.270, 0.245, -3.339], [2.297, -0.629, -2.198], [2.833, 0.925, -2.840], [-5.489, -2.542, 0.752], [-5.874, -1.638, 1.694], [-4.748, -0.968, 2.063], [-3.677, -1.459, 1.360], [-4.158, -2.405, 0.569], [-6.092, -3.188, 0.274], [-6.886, -1.545, 2.025], [-4.631, -0.176, 2.777], [-3.580, -2.973, -0.131]], "relative_energy_kcal_mol": 68.61, "multiplicity": 4}

{"formula": "C4H12SSi", "method": "ωB97M-V/def2-TZVPD", "symbols": ["C", "Si", "C", "C", "C", "S", "H", "H", "H", "H", "H", "H", "H", "H", "H", "H", "H", "H"], "positions_angstrom": [[-0.482, 0.076, -2.010], [0.472, 1.031, -0.570], [1.989, 0.107, -0.229], [-0.829, 0.514, 1.111], [-0.674, -0.859, 1.730], [-1.554, -1.193, 3.346], [-0.596, -0.943, -1.453], [-1.542, 0.323, -2.066], [0.155, -0.081, -2.860], [0.455, 2.509, -0.635], [2.159, -0.852, -0.735], [2.944, 0.591, -0.451], [2.039, -0.206, 0.807], [-1.829, 0.697, 0.776], [-0.827, 1.211, 1.961], [0.379, -1.090, 2.030], [-1.070, -1.642, 0.995], [-0.460, -0.935, 4.018]], "smiles": "C[SiH](C)CCS", "relative_energy_kcal_mol": 47.31}

{"formula": "C13H25P2Ru", "method": "ωB97M-V/def2-TZVPD", "symbols": ["C", "C", "H", "H", "H", "H", "Ru", "C", "C", "C", "C", "H", "H", "H", "C", "H", "H", "C", "P", "C", "C", "C", "P", "C", "C", "H", "H", "H", "H", "H", "H", "H", "H", "H", "H", "H", "H", "H", "H", "H", "H"], "positions_angstrom": [[2.008, -3.064, 1.650], [1.003, -2.638, 2.480], [2.908, -2.423, 1.371], [1.706, -3.695, 0.708], [-0.082, -3.047, 2.346], [0.883, -1.573, 2.897], [-0.284, -0.977, -0.379], [-0.309, -2.427, -2.012], [-0.603, -3.365, -0.964], [-2.040, -1.529, -0.650], [-1.201, -1.278, -1.928], [-0.072, -4.319, -0.736], [-2.120, -3.347, 0.719], [-2.834, -0.908, -0.289], [-1.667, -2.823, -0.161], [-1.325, -0.466, -2.578], [0.422, -2.597, -2.808], [1.432, 1.163, -1.801], [1.504, 0.285, -0.222], [3.296, 0.076, 0.026], [1.032, 1.356, 1.229], [-0.027, 2.394, 0.898], [-1.609, 1.532, 0.349], [-2.847, 2.478, 1.405], [-1.889, 2.497, -1.174], [1.408, 2.238, -1.616], [0.564, 0.823, -2.378], [2.342, 0.890, -2.348], [3.748, 1.064, 0.138], [3.497, -0.514, 0.919], [3.716, -0.415, -0.853], [0.657, 0.646, 1.969], [1.936, 1.828, 1.604], [-0.276, 2.996, 1.791], [0.294, 3.104, 0.106], [-2.808, 3.533, 1.134], [-3.837, 2.081, 1.175], [-2.636, 2.354, 2.464], [-0.987, 2.525, -1.809], [-2.200, 3.535, -0.937], [-2.704, 2.006, -1.736]], "charge": 2, "relative_energy_kcal_mol": 64.93, "multiplicity": 6}

Number 1: largest force on an atom 0.04499 hartree/bohr. Number 2: largest force on an atom 0.07996 hartree/bohr. Number 3: largest force on an atom 0.04490 hartree/bohr. Number 4: largest force on an atom 0.06440 hartree/bohr. Number 5: largest force on an atom 0.19163 hartree/bohr. Number 6: largest force on an atom 0.05111 hartree/bohr. Number 7: largest force on an atom 0.02944 hartree/bohr. Number 8: largest force on an atom 0.08752 hartree/bohr. Number 9: largest force on an atom 0.21668 hartree/bohr.